# 1
{"formula": "C6H38N2O12", "method": "ωB97M-V with the def2-TZVPD basis set", "species": ["C", "C", "C", "N", "C", "C", "C", "N", "H", "H", "H", "H", "H", "H", "H", "H", "H", "H", "H", "H", "H", "H", "H", "H", "O", "H", "H", "O", "H", "H", "O", "H", "H", "O", "H", "H", "O", "H", "H", "O", "H", "H", "O", "H", "H", "O", "H", "H", "O", "H", "H", "O", "H", "H", "O", "H", "H", "O"], "coordinates": [[-2.0982, 0.5448, 1.0345], [-0.9330, 0.9974, 0.1826], [-1.1711, 1.9658, -1.0155], [-0.3165, -0.3777, -2.9077], [0.1690, 0.9071, -2.7940], [-0.0443, 1.9482, -1.9612], [1.4714, 1.1249, -3.5855], [-3.0567, 1.5498, 1.4611], [-1.8592, 0.0778, 2.0431], [-2.7322, -0.1793, 0.4941], [-0.0044, 1.3615, 0.6185], [-0.5255, 0.0856, -0.3084], [-1.4843, 2.9297, -0.6243], [-2.1798, 1.6732, -1.4540], [-0.5372, -0.6752, -3.8670], [-1.2186, -0.7411, -2.4952], [0.6879, 2.7481, -1.8288], [1.3390, 0.9894, -4.6523], [1.7610, 2.1800, -3.5462], [2.2255, 0.4824, -3.1927], [-3.5938, 1.9893, 0.7117], [-2.6810, 2.2836, 2.0371], [0.6472, -0.0945, 2.5483], [1.1408, -1.5169, 2.6320], [0.3605, -0.9621, 2.8494], [2.0288, 4.4270, -0.2945], [2.0083, 3.2281, 0.7220], [1.8472, 3.4803, -0.1765], [-0.9953, -2.4617, -1.3290], [-0.3034, -2.3121, 0.0288], [-0.0816, -2.4163, -0.9660], [-4.2491, -2.7519, 1.5992], [-5.0931, -1.5519, 0.9827], [-4.6413, -2.3684, 0.7957], [2.5417, 0.8710, 1.2244], [3.2554, 1.7876, 2.2201], [2.4257, 1.3272, 2.1052], [-0.8434, -1.8476, 2.0672], [-0.1582, -3.2345, 1.6502], [-0.9178, -2.6824, 1.5478], [2.7725, -2.8253, 1.5883], [3.2834, -1.6670, 2.5601], [2.6512, -2.3554, 2.4357], [-0.5617, 2.6196, 2.9424], [-1.0682, 4.0065, 3.4936], [-1.2913, 3.0771, 3.3723], [2.9684, 1.4703, -0.8433], [2.7676, -0.0388, -0.6668], [3.3235, 0.7205, -0.3484], [2.8958, -3.3623, -0.5866], [1.5998, -3.6966, 0.0193], [2.5380, -3.8456, 0.1705], [-3.2082, -0.8485, -0.7553], [-3.5086, -2.3473, -1.0900], [-3.0464, -1.5640, -1.3757], [2.3119, -1.1509, -2.4393], [1.1926, -1.5399, -1.5174], [2.1895, -1.4391, -1.5157]], "e_lumo_ev": 0.138, "multiplicity": 1, "molar_mass_g_mol": 330.37}


# 2
{"formula": "C6H39N2O12", "method": "ωB97M-V with the def2-TZVPD basis set", "species": ["C", "C", "C", "C", "N", "C", "C", "N", "H", "H", "H", "H", "H", "H", "H", "H", "H", "H", "H", "H", "H", "H", "H", "H", "H", "O", "H", "H", "O", "H", "H", "O", "H", "H", "O", "H", "H", "O", "H", "H", "O", "H", "H", "O", "H", "H", "O", "H", "H", "O", "H", "H", "O", "H", "H", "O", "H", "H", "O"], "coordinates": [[1.0216, 1.1001, 3.9455], [1.1520, 0.7926, 2.4560], [0.5274, -0.5593, 2.1394], [0.7916, -1.0901, 0.7292], [-1.5086, -3.3231, -1.2806], [-0.4427, -2.8805, -0.4972], [-0.4523, -1.7058, 0.1374], [0.4024, 1.8878, 1.7208], [1.4506, 2.0703, 4.2028], [-0.0036, 1.0624, 4.3035], [1.5321, 0.2951, 4.5121], [2.2169, 0.8584, 2.1350], [0.8713, -1.2927, 2.8804], [-0.5519, -0.5332, 2.3845], [1.5890, -1.8471, 0.7923], [1.1638, -0.3209, 0.0306], [-2.4233, -2.9697, -1.0228], [-1.5397, -4.3151, -1.4789], [0.4588, -3.4794, -0.5919], [-1.3354, -1.0959, 0.2215], [-0.6590, 1.7074, 1.7961], [0.6834, 1.9520, 0.6765], [0.6898, 2.7983, 2.0862], [-0.3650, 1.9510, -1.2996], [0.9931, 2.5543, -1.5028], [0.2576, 2.5856, -0.8789], [-1.4215, 1.1489, -3.1879], [-0.2752, 0.2251, -2.6805], [-1.0210, 0.8254, -2.3519], [3.1057, 2.1565, -1.8810], [4.2404, 2.9251, -1.1538], [3.6717, 2.1489, -1.0770], [3.8239, -1.6627, -4.2327], [3.9517, -1.0233, -2.8104], [3.3381, -1.5004, -3.4175], [-4.1890, 1.6113, -0.4777], [-2.8752, 0.8666, -0.9222], [-3.5826, 0.8936, -0.2402], [4.6125, 0.7556, -1.5354], [5.7017, -0.3148, -1.3076], [5.0413, -0.0257, -1.9457], [1.9178, -0.7328, -3.6618], [0.3976, -1.1075, -3.7923], [0.9940, -0.3254, -3.8175], [-2.5336, 1.0858, 2.6914], [-2.7719, 1.4254, 1.1804], [-2.2764, 1.7212, 1.9864], [-4.1751, -0.7523, -0.1239], [-5.3805, -1.7367, -0.0332], [-4.4170, -1.7041, -0.0560], [-3.6428, -2.2050, 1.4065], [-2.2859, -2.8459, 1.8392], [-3.0958, -2.4531, 2.1855], [1.6148, 1.2349, -3.4317], [2.0557, 2.6109, -4.0258], [1.9448, 2.1376, -3.1923], [-2.9077, -1.0801, 3.2519], [-3.3891, -0.2258, 4.4390], [-2.6912, -0.2795, 3.7786]], "e_lumo_ev": [0.159, 0.110], "multiplicity": 2, "molar_mass_g_mol": 331.38}


# 3
{"formula": "C6H39N2O12", "method": "ωB97M-V with the def2-TZVPD basis set", "species": ["C", "C", "C", "C", "N", "C", "C", "N", "H", "H", "H", "H", "H", "H", "H", "H", "H", "H", "H", "H", "H", "H", "H", "H", "H", "O", "H", "H", "O", "H", "H", "O", "H", "H", "O", "H", "H", "O", "H", "H", "O", "H", "H", "O", "H", "H", "O", "H", "H", "O", "H", "H", "O", "H", "H", "O", "H", "H", "O"], "coordinates": [[-0.1544, 0.4372, 1.0739], [0.8353, -0.5815, 1.4521], [1.8072, -0.9698, 0.4262], [2.7337, -0.0565, 0.0201], [3.4327, -0.2680, -1.0950], [1.5675, -2.3857, -0.1056], [1.4594, -3.4014, 0.9313], [-1.3750, -0.3430, 0.2876], [-0.6111, 0.8766, 1.9301], [0.0571, 1.3214, 0.4076], [1.2251, -0.1517, 2.5224], [0.2388, -1.5182, 1.8405], [2.8723, 0.9316, 0.6171], [3.6107, -1.2453, -1.1390], [4.0740, 0.4189, -1.4091], [2.4425, -2.7583, -0.6018], [0.6845, -2.3625, -0.8437], [0.7147, -3.3449, 1.6466], [1.4761, -4.4789, 0.5877], [2.4485, -3.3392, 1.5453], [-1.2063, -1.3452, 0.0852], [-2.2906, -0.1649, 0.7951], [-1.4579, 0.0377, -0.6595], [-1.5097, 3.6514, -2.7236], [-2.8317, 3.7179, -2.0143], [-2.3917, 3.5150, -2.6317], [-2.5684, -3.5753, -1.2960], [-1.7959, -2.4221, -2.0508], [-1.9374, -2.9107, -1.1159], [0.0308, -2.8686, 4.1966], [1.1045, -2.0043, 3.7021], [0.1757, -2.0970, 3.7595], [0.6608, 0.4666, -2.5544], [1.1572, -0.4312, -1.5192], [0.4005, -0.0875, -1.8374], [-3.0362, -1.4139, -4.0502], [-1.8239, -0.3916, -3.4610], [-2.2262, -1.2949, -3.5171], [-0.1132, 3.8416, 2.8758], [1.1117, 3.0366, 2.8302], [0.2595, 3.1443, 2.4543], [-2.2977, 1.7689, -3.2588], [-1.1630, 1.4799, -4.0000], [-2.0934, 1.1360, -3.9946], [-4.8138, -0.1392, 0.2520], [-4.9280, 0.3061, 1.6081], [-4.3766, 0.4621, 0.8136], [2.5382, 3.5385, -1.3203], [1.1291, 3.9798, -0.9517], [1.5530, 3.2760, -1.2218], [3.3314, 1.1277, 3.7522], [1.8621, 1.1647, 3.8264], [2.6336, 1.6879, 4.1398], [-1.3488, -1.2703, 3.2765], [-2.9128, -1.4716, 3.1320], [-2.1086, -0.8804, 3.0473], [1.5851, 2.2010, -4.3206], [1.0905, 2.5579, -2.6735], [1.0686, 1.8901, -3.4687]], "e_lumo_ev": -2.574, "multiplicity": 1, "molar_mass_g_mol": 331.38, "total_charge": 1}


How do the records compare in max |F|? In the order shown, they have 3.49; 1.71; 17.19 eV/Å.
How do the records compare in total energy? In the order shown, they have -1263.76559; -1264.34660; -1263.99821 hartree.
How do the records compare in relative energy (zero: lowest compared OMol25 entry of this formula, charge and spin)? In the order shown, they have 129.5; 0.0; 674.5 kJ/mol.